{
  "formula": "C33H56FIN11O26P2",
  "method": "ωB97M-V/def2-TZVPD",
  "symbols": ["C", "C", "C", "C", "C", "C", "O", "P", "C", "C", "N", "C", "C", "O", "I", "O", "C", "O", "C", "C", "C", "C", "C", "C", "C", "O", "N", "C", "O", "F", "O", "C", "C", "C", "C", "P", "C", "O", "H", "H", "H", "H", "H", "H", "H", "H", "H", "H", "H", "H", "H", "H", "H", "H", "H", "H", "H", "H", "H", "H", "H", "H", "H", "H", "H", "H", "H", "C", "N", "O", "O", "H", "H", "H", "C", "N", "O", "O", "H", "H", "H", "C", "N", "O", "O", "H", "H", "H", "C", "N", "O", "O", "H", "H", "H", "C", "N", "O", "O", "H", "H", "H", "C", "N", "O", "O", "H", "H", "H", "C", "N", "O", "O", "H", "H", "H", "C", "N", "O", "O", "H", "H", "H", "C", "N", "O", "O", "H", "H", "H"],
  "coordinates": [[-1.049879, 3.724318, -2.469810], [-0.705312, 2.570731, -2.553300], [-0.427114, 1.099390, -2.833765], [0.987281, 0.682169, -2.304165], [1.053920, -0.816511, -1.821299], [1.079055, -0.931536, -0.260091], [0.367834, 0.177454, 0.343986], [-0.085359, -0.086798, 1.966580], [1.730913, -0.231501, 2.584317], [2.001409, 0.265136, 4.018842], [2.759132, -0.388663, 4.807065], [-1.956906, -0.451737, 1.602522], [-2.673223, 0.468760, 0.613504], [-2.305069, 1.437751, 0.069902], [-4.801470, -0.097968, 0.179240], [-0.317570, 1.584677, 2.387396], [0.456928, 2.501550, 1.751239], [0.133608, 3.088416, 0.751645], [1.797483, 3.016013, 2.339813], [1.741293, 3.713989, 3.568187], [2.923978, 4.244943, 4.135655], [4.146568, 4.035174, 3.475609], [4.243288, 3.328653, 2.214713], [3.033292, 2.845471, 1.668860], [-0.642829, -0.424242, 3.833195], [-0.601534, -1.548529, 4.250052], [-1.169209, 0.683775, 4.731491], [-2.429058, 0.331291, 5.316349], [-3.393464, 0.982444, 5.062854], [-2.599541, -0.752032, 6.131634], [0.077627, -1.829770, 1.739013], [0.511371, -2.217528, 0.435308], [1.545669, -3.386144, 0.831379], [3.008121, -3.071636, 0.491054], [3.555301, -2.939329, -0.783032], [-0.741589, -3.235636, -0.581032], [-2.041466, -2.128524, -1.313304], [-1.614581, -4.229261, 0.480834], [-1.656714, 4.622116, -2.464803], [-1.270423, 0.551852, -2.381150], [-0.417796, 0.982719, -3.931475], [1.675271, 0.743755, -3.178438], [1.393004, 1.388435, -1.557797], [0.310462, -1.457428, -2.330640], [2.052001, -1.171677, -2.167758], [2.130634, -0.631860, -0.028915], [2.079086, -1.281350, 2.560591], [2.376379, 0.316128, 1.865716], [1.537981, 1.171907, 4.445973], [3.136715, -1.212352, 4.330930], [-2.081525, -1.497558, 1.267452], [-2.522817, -0.390514, 2.561179], [0.773461, 3.869711, 4.074427], [2.901695, 4.806363, 5.072155], [5.076580, 4.412092, 3.924189], [5.176475, 3.141422, 1.672243], [3.035085, 2.293090, 0.713009], [-0.503137, 0.669939, 5.517569], [1.282076, -4.350135, 0.323854], [1.440191, -3.585828, 1.915815], [3.699201, -2.945072, 1.354608], [3.814554, -1.952986, -1.203573], [3.794136, -3.845559, -1.371208], [-1.663451, -1.091383, -1.276829], [-2.114986, -2.396116, -2.399260], [-3.051459, -2.265599, -0.888945], [-1.032460, -4.911090, 0.844052], [-0.516854, 7.289279, 5.584043], [0.464216, 6.228390, 5.935252], [0.056324, 5.271200, 6.554928], [1.611767, 6.398798, 5.571480], [-1.490095, 7.003374, 5.969008], [-0.175464, 8.214546, 6.041069], [-0.537391, 7.369495, 4.500065], [3.685338, 7.928427, 2.346547], [4.966157, 7.660764, 1.637231], [5.675088, 8.614157, 1.370722], [5.206262, 6.504745, 1.377796], [3.598390, 8.997094, 2.514780], [2.879172, 7.568202, 1.712431], [3.713409, 7.387378, 3.289616], [-3.803011, 2.662951, -5.524034], [-2.829315, 1.590532, -5.191207], [-3.222992, 0.667614, -4.506205], [-1.704124, 1.712557, -5.629657], [-4.751221, 2.422933, -5.070327], [-3.408656, 3.595223, -5.126160], [-3.888851, 2.701470, -6.605291], [-1.634053, -6.115799, 4.401923], [-0.417098, -6.486843, 3.629847], [0.321096, -5.592187, 3.276464], [-0.249519, -7.670722, 3.405892], [-1.655578, -5.037063, 4.526409], [-2.496837, -6.456461, 3.833802], [-1.574560, -6.615387, 5.365441], [5.008681, 0.537246, -4.547217], [4.565441, -0.779883, -4.017367], [5.118052, -1.771526, -4.443154], [3.675418, -0.761970, -3.191480], [5.801235, 0.372104, -5.269652], [4.148004, 1.007560, -5.016284], [5.367123, 1.124418, -3.705648], [-7.456379, 2.783423, -8.404012], [-6.578856, 3.004376, -7.223076], [-6.310885, 2.041309, -6.533433], [-6.191027, 4.138143, -7.032549], [-7.722410, 1.732477, -8.447347], [-8.340540, 3.401894, -8.274200], [-6.896383, 3.078334, -9.287694], [6.333576, -6.048460, 0.287635], [6.162086, -4.594771, 0.028021], [5.612599, -3.936253, 0.882275], [6.586687, -4.172167, -1.030958], [5.910296, -6.280221, 1.259647], [5.811218, -6.585944, -0.499986], [7.399369, -6.260523, 0.268358], [-4.378537, -6.161340, -0.278295], [-4.876161, -6.549806, 1.065921], [-6.070423, -6.485131, 1.270996], [-4.037114, -6.904146, 1.869353], [-5.221028, -5.865889, -0.894933], [-3.689450, -5.329327, -0.136108], [-3.872696, -7.024065, -0.704057], [-5.013992, -1.999998, -5.553378], [-4.217723, -3.150926, -5.049174], [-4.251950, -4.185170, -5.689285], [-3.590980, -2.967650, -4.030992], [-5.521131, -2.301334, -6.464475], [-5.730186, -1.734188, -4.780187], [-4.322649, -1.183045, -5.744542]],
  "forces_ev_per_angstrom": [[-0.743, -0.182, -0.265], [-0.195, -0.896, -0.774], [0.662, 1.775, 0.778], [-0.041, -0.825, -0.611], [0.745, 0.422, 0.172], [0.073, 1.346, -0.278], [-0.920, -0.443, 0.191], [0.251, -2.280, 0.895], [0.506, 1.429, 0.509], [0.444, -0.881, -0.616], [-0.109, 0.413, 0.249], [-1.018, 0.969, -0.399], [0.942, 0.097, 0.681], [-0.114, -0.281, 0.025], [-0.444, -0.190, 0.101], [1.459, 0.531, -1.259], [0.643, 1.202, -0.628], [-0.454, -0.339, 0.089], [-0.206, -0.360, 1.257], [0.534, 0.081, -0.339], [0.318, -0.627, -0.989], [0.458, -0.601, -1.108], [-1.913, 0.447, 1.259], [0.070, 0.045, 0.185], [0.320, -1.349, -0.464], [-0.242, 0.427, 0.481], [-0.053, -1.304, 1.548], [-0.931, 1.149, -1.076], [-0.123, -0.474, 0.379], [1.014, 0.530, -0.383], [-0.503, 0.345, -1.140], [0.479, -0.617, 2.047], [1.401, -1.890, -0.564], [-0.141, 0.150, 0.184], [-0.440, -0.565, 0.319], [0.435, -0.613, -1.496], [0.083, -0.307, -0.362], [0.117, 1.029, 0.104], [0.819, -0.379, 0.251], [0.517, 0.068, -0.220], [-0.330, -0.124, 0.641], [-0.413, 0.076, 0.533], [-0.476, -0.463, -0.134], [0.174, 0.461, 0.285], [-1.193, -0.151, 0.509], [-0.401, -1.252, 0.226], [-0.428, 0.592, -0.020], [-0.221, -0.069, 0.510], [0.110, -0.308, -0.529], [-0.101, 0.077, 0.018], [0.091, 0.612, 0.128], [0.051, 0.133, -0.746], [0.522, -0.267, -0.281], [0.019, -0.441, -0.462], [-0.463, -0.133, -0.174], [-0.307, 0.282, 0.485], [-0.005, 0.359, 0.546], [0.057, 0.025, -0.349], [-0.085, 0.606, 0.051], [-0.054, 0.357, -0.635], [-1.032, 2.053, -0.291], [1.821, -0.728, 0.897], [-1.960, 0.681, -0.851], [-0.566, -0.397, 0.265], [0.165, 0.150, 1.025], [0.548, 0.351, 0.032], [0.007, 0.182, -0.115], [-0.254, 0.055, -0.020], [-0.127, -0.036, 0.041], [0.140, 0.032, -0.015], [-0.241, 0.333, 0.216], [0.084, -0.079, -0.001], [0.080, -0.023, -0.108], [0.095, 0.045, 0.041], [-0.133, 0.222, 0.121], [-0.126, 0.106, 0.061], [0.024, -0.104, -0.011], [0.162, 0.045, -0.090], [0.099, -0.036, -0.059], [0.056, -0.159, 0.084], [-0.074, -0.143, -0.119], [0.154, 0.203, 0.380], [-0.016, 0.172, 0.080], [0.101, -0.080, -0.139], [-0.131, -0.102, -0.215], [0.149, -0.056, 0.081], [0.134, -0.048, -0.117], [0.148, 0.060, 0.037], [-0.179, 0.287, 0.077], [-0.108, 0.054, 0.097], [0.036, -0.154, -0.118], [0.061, 0.063, -0.014], [0.122, -0.031, -0.085], [0.056, -0.100, 0.040], [-0.016, -0.101, -0.096], [0.162, 0.116, -0.156], [0.109, -0.019, -0.051], [-0.099, 0.001, 0.050], [0.540, 0.054, -0.385], [-0.045, -0.090, 0.053], [-0.019, 0.027, 0.153], [-0.150, 0.011, 0.004], [-0.108, -0.198, -0.143], [-0.139, -0.110, -0.065], [-0.475, 0.016, -0.240], [0.018, -0.077, 0.050], [0.064, 0.037, 0.085], [0.103, 0.082, -0.039], [-0.049, 0.117, 0.058], [-0.138, -0.179, 0.126], [0.072, -0.018, 0.158], [0.541, -0.091, 0.040], [-0.010, 0.010, 0.065], [-0.016, 0.098, -0.044], [0.111, 0.031, -0.040], [-0.041, 0.010, -0.129], [-0.055, 0.237, -0.267], [-0.033, 0.096, -0.236], [0.102, -0.084, 0.151], [-0.091, -0.057, 0.157], [-0.040, -0.041, 0.129], [0.124, -0.136, 0.004], [0.108, 0.062, 0.109], [-0.161, 0.064, -0.267], [-0.081, 0.079, -0.102], [0.048, 0.001, 0.083], [-0.061, -0.190, -0.092], [0.058, -0.101, 0.060], [0.157, 0.093, 0.055], [-0.034, 0.009, 0.225]],
  "mulliken_charge": [-0.439, -0.880, 0.712, -0.681, 0.583, -1.564, 0.817, 1.959, -0.269, 0.353, -1.004, -0.179, -0.437, -0.266, -0.248, -0.754, -0.385, -0.557, 1.031, -0.198, -0.737, -0.562, -1.003, 0.144, -1.290, -0.578, 0.272, 0.619, -0.488, -0.232, -0.862, 2.236, -1.441, -0.006, -0.693, -0.787, 0.018, -0.310, 0.415, -0.275, 0.505, 0.358, 0.041, 0.237, -0.068, 0.484, -0.010, -0.013, 0.283, 0.264, 0.346, 0.551, 0.365, 0.639, 0.416, 0.454, 0.244, 0.416, 0.767, 0.087, 0.401, -0.071, 0.186, -0.479, 0.267, 0.397, 0.235, -0.805, 0.877, -0.512, -0.490, 0.319, 0.289, 0.305, -0.616, 0.881, -0.571, -0.496, 0.315, 0.267, 0.218, -0.912, 0.998, -0.475, -0.566, 0.387, 0.303, 0.285, -0.496, 0.891, -0.482, -0.569, 0.192, 0.178, 0.296, -0.829, 0.754, -0.535, -0.480, 0.330, 0.296, 0.287, -0.754, 0.852, -0.488, -0.505, 0.312, 0.287, 0.290, -0.809, 0.852, -0.471, -0.518, 0.322, 0.303, 0.282, -0.439, 0.925, -0.559, -0.556, 0.305, 0.014, 0.271, -0.631, 0.912, -0.559, -0.539, 0.304, 0.297, 0.133],
  "lumo_energy_ha": 0.0306,
  "molar_mass_g_mol": 1230.71,
  "orbital_gap_ev": 5.36,
  "fmax_ev_per_a": 2.46,
  "charge": -1,
  "energy_ev": -134119.8017
}